No. 1
The following is a quantum chemistry calculation of an isolated molecule of CH3NO2S, from the Open Molecules 2025 dataset.

Structure (XYZ):
```
8
Properties=species:S:1:pos:R:3:lowdin_spin:R:1
C 1.14 0.05 -0.17 0.006
N -0.37 -0.35 0.28 0.506
O -0.28 -1.31 1.11 0.538
O -2.49 1.26 -0.63 0.419
S -2.15 0.07 0.20 0.522
H 1.45 -0.61 -0.93 0.006
H 1.55 -0.14 0.79 0.003
H 1.15 1.03 -0.64 0.000
```

Results
HOMO level (spin up / spin down) (eV): -8.188 / -10.026
HOMO-LUMO gap (spin up / spin down) (eV): 8.6 / 8.4
LUMO energy (spin up / spin down) (eV): 0.40 / -1.65
Spin multiplicity: 3
⟨S²⟩: 2.01

***

No. 2
The following is a quantum chemistry calculation of a cluster of 2 separate species, CH3NO2S2 in total, from the Open Molecules 2025 dataset.

Structure (XYZ):
```
9
Properties=species:S:1:pos:R:3:lowdin_spin:R:1
C 1.16 2.04 0.15 0.818
N -1.45 -2.65 -0.39 0.059
O 1.29 -0.49 0.19 0.403
O -1.48 -0.09 -0.20 0.010
S 0.65 0.65 0.90 0.586
S -0.89 -1.32 -0.70 0.034
H 1.23 3.08 0.57 0.043
H 1.68 1.82 -0.73 0.044
H -2.20 -3.03 0.20 0.002
```

Results
HOMO level (spin up / spin down) (eV): -7.231 / -10.425
HOMO-LUMO gap (spin up / spin down) (eV): 7.5 / 7.8
LUMO energy (spin up / spin down) (eV): 0.23 / -2.67
Spin multiplicity: 3
⟨S²⟩: 2.01

***

Computed values of energy above the lowest of the compared OMol25 structures with the same formula, charge and spin (unit: kcal/mol) for the preceding records, in sequence: 27.07, 38.38.